Record 1
56
Properties=species:S:1:pos:R:3:forces:R:3:nbo_charge:R:1 method="wB97M-V/def2-TZVPD" gap_ev="6.617 / 6.564" total_charge=+1 de_lowest_kcal_mol=0.0 total_energy_ev=-152057.83248 largest_force_ev_per_a=0.236
W -0.45871 -1.35850 -0.52265 0.06 0.04 -0.06 1.43
C 0.38707 3.12165 -2.23597 -0.01 0.00 0.00 -0.64
C 0.72503 1.80736 -1.55455 0.00 0.01 -0.01 -0.22
N 1.79021 1.04343 -2.23318 0.01 0.01 0.01 -0.33
C 3.03026 1.78850 -2.54153 0.00 0.00 -0.01 -0.22
C 3.05719 2.41459 -3.93034 0.00 0.00 0.00 -0.62
C 1.66914 -0.21961 -2.56330 0.00 0.00 0.00 0.60
C 2.73392 -0.89627 -3.37250 0.00 0.00 -0.01 -0.69
N 0.60266 -0.96285 -2.20694 0.01 -0.03 0.07 -0.87
H -0.45668 3.56112 -1.70346 0.00 0.00 0.00 0.24
H 0.08601 2.96517 -3.27283 0.00 0.00 0.00 0.24
H 1.20368 3.84154 -2.19702 0.00 0.00 0.00 0.21
H -0.16536 1.18842 -1.54675 -0.01 0.00 0.00 0.22
H 1.03071 1.96415 -0.51895 -0.01 0.00 0.01 0.22
H 3.87292 1.11409 -2.40211 0.00 0.00 0.00 0.22
H 3.11877 2.55694 -1.77433 0.00 0.00 0.00 0.22
H 2.88492 1.68179 -4.71716 0.00 0.00 0.00 0.22
H 4.03678 2.86355 -4.09421 0.00 0.00 0.00 0.24
H 2.30503 3.19043 -4.04089 0.00 0.00 0.00 0.23
H 3.14658 -0.26863 -4.15497 0.00 0.00 -0.01 0.25
H 2.33458 -1.80301 -3.81949 0.00 0.00 0.00 0.25
H 3.54162 -1.19132 -2.69762 0.00 0.00 0.00 0.26
H 0.42544 -1.66472 -2.92475 -0.01 -0.01 0.01 0.41
F 0.04585 -3.05677 0.11410 0.03 0.02 -0.03 -0.56
Se -3.72738 1.15276 1.84442 0.00 0.00 0.01 0.15
C -2.45925 0.49295 0.91415 -0.01 0.15 -0.03 0.19
N -1.56366 0.05149 0.25212 -0.04 -0.23 0.04 -0.78
S 1.50051 -0.51661 0.81709 0.05 -0.01 0.03 -0.12
C 0.97157 -1.12738 2.32744 -0.01 0.05 0.01 -0.01
N 1.04318 -2.38826 2.68991 -0.02 -0.02 -0.01 -0.53
C 0.29063 -2.76048 3.88994 0.00 0.00 0.00 -0.23
C 0.21991 -1.48794 4.72635 0.00 0.00 0.00 -0.54
S 0.23416 -0.12450 3.51446 0.01 0.00 0.00 0.41
H 1.32787 -3.07685 2.00496 0.01 0.00 0.00 0.45
H 0.79899 -3.56427 4.41718 0.00 0.00 0.00 0.24
H -0.70383 -3.10154 3.59216 0.00 0.00 0.00 0.22
H 1.08680 -1.37609 5.37451 0.00 0.00 0.00 0.24
H -0.68751 -1.43712 5.32117 0.00 0.00 0.00 0.26
S -0.86080 1.70534 -5.83045 0.00 0.00 0.00 -0.13
C -1.30353 0.33134 -5.04073 0.00 0.01 0.00 -0.14
S -2.21384 0.32800 -3.54812 -0.01 -0.01 0.00 0.43
C -1.91207 -1.37516 -3.37174 0.01 -0.02 -0.01 -0.13
N -1.30337 -1.90835 -4.36757 0.01 0.00 0.00 -0.28
N -1.02046 -0.96945 -5.33158 -0.01 -0.01 0.00 -0.28
C -0.31587 -1.43503 -6.48974 0.00 0.00 0.00 0.20
C -0.63118 -0.93552 -7.74307 0.00 0.01 0.00 -0.22
C 0.06046 -1.40597 -8.84845 0.00 0.00 0.00 -0.19
C 1.04659 -2.37073 -8.70465 0.00 0.00 0.00 -0.20
C 1.33660 -2.87994 -7.44715 0.00 0.00 0.01 -0.19
C 0.65547 -2.41368 -6.33405 0.00 -0.01 0.00 -0.25
S -2.20439 -2.21523 -1.85080 -0.08 0.02 -0.02 -0.01
H -1.40338 -0.18920 -7.85360 0.00 0.00 0.00 0.24
H -0.18202 -1.01945 -9.82899 0.00 0.00 0.00 0.23
H 1.57855 -2.73560 -9.57278 0.00 0.00 0.00 0.23
H 2.08767 -3.64999 -7.33157 0.00 0.00 0.00 0.22
H 0.84277 -2.83698 -5.35671 0.00 0.00 0.00 0.22



Record 2
16
Properties=species:S:1:pos:R:3:forces:R:3:nbo_charge:R:1 method="wB97M-V/def2-TZVPD" gap_ev="5.076 / 6.064" total_charge=-1 total_energy_ev=-25789.52067 largest_force_ev_per_a=4.213 multiplicity=3
C 0.55680 1.97184 0.35261 0.38 -0.12 0.78 -0.18
C 1.81148 1.39284 0.60245 0.77 -0.62 0.06 -0.25
C -0.39646 1.17918 -0.20840 0.70 -1.65 1.25 -0.21
C 2.01677 0.03402 0.49144 1.38 0.24 -0.99 -0.22
C -0.23359 -0.23336 -0.32281 -0.67 2.29 -1.89 -0.04
C 0.91533 -0.91319 0.07880 2.73 -0.15 1.77 0.36
C -1.21040 -0.80877 -1.27488 -1.79 -1.98 1.92 0.63
N -1.97074 -1.76067 -0.72294 0.81 2.07 -3.58 -0.94
O -1.33306 -0.36401 -2.40090 0.48 0.40 -0.63 -0.63
O -3.49148 -1.97689 1.24796 -1.63 1.47 1.50 -1.00
O 1.08181 -2.15529 0.17510 -0.21 1.11 -0.53 -0.47
S -2.54312 -2.63861 0.36345 0.86 -3.34 1.07 1.10
H 0.53969 2.98971 0.73535 -0.98 0.09 -0.72 0.20
H 2.55107 2.17441 0.84428 0.30 -1.10 0.02 0.20
H -1.38215 1.44075 -0.38369 -1.61 1.18 -0.70 0.22
H 3.08805 -0.33196 0.42217 -1.52 0.10 0.67 0.21



Record 3
88
Properties=species:S:1:pos:R:3:forces:R:3:lowdin_charge:R:1 method="wB97M-V/def2-TZVPD" gap_ev=5.813 total_charge=-1 total_energy_ev=-64150.43205 largest_force_ev_per_a=0.222
B -1.27141 4.50394 0.30281 0.12 0.12 -0.08 -0.51
O -2.26506 4.18347 1.39325 -0.04 -0.06 0.06 -0.24
C -3.20080 3.22438 1.07117 0.08 0.01 0.03 -0.29
C -4.48680 3.78811 0.43270 0.05 0.05 -0.07 -0.42
C -4.86578 5.14028 0.99427 0.00 -0.09 0.02 -0.05
O -5.58805 2.88025 0.66104 -0.06 -0.09 -0.19 -0.08
H -0.46456 3.57061 0.16696 -0.10 -0.03 -0.03 0.00
H -0.66087 5.52282 0.62579 -0.03 -0.02 0.03 -0.01
H -1.84708 4.70606 -0.78698 -0.02 -0.05 0.08 0.00
H -2.78220 2.47776 0.36788 -0.05 -0.05 0.10 0.10
H -3.51397 2.68113 1.98136 -0.07 0.06 -0.04 0.11
H -4.33574 3.88126 -0.64873 0.02 0.08 0.06 0.13
H -5.07977 5.06053 2.06407 0.02 0.00 -0.03 0.08
H -5.75031 5.53082 0.48402 0.02 -0.03 0.03 0.07
H -4.02536 5.82103 0.86116 -0.04 -0.02 0.03 0.08
H -5.52896 2.17840 0.00389 0.05 0.07 0.15 0.08
C 2.56399 -0.20114 -3.06170 0.05 0.00 -0.03 -0.05
O 1.76868 -0.83122 -2.05167 -0.01 0.09 -0.02 -0.04
C 1.03482 0.03996 -1.32853 0.00 -0.05 0.06 -0.62
O 1.03039 1.22798 -1.47704 0.04 -0.03 -0.05 0.14
O 0.33550 -0.65802 -0.44005 -0.04 -0.03 -0.04 -0.01
C -0.52798 0.12794 0.40717 -0.07 -0.01 0.14 -0.02
H 3.10984 -0.99742 -3.56011 -0.01 0.00 0.01 0.09
H 1.93091 0.32771 -3.77239 0.01 0.00 0.00 0.10
H 3.25726 0.50888 -2.61477 0.00 0.00 -0.01 0.09
H -1.27267 0.66453 -0.17621 0.10 0.03 -0.08 0.09
H 0.04293 0.84579 0.99146 0.03 0.03 -0.08 0.10
H -1.00808 -0.59489 1.06044 0.02 0.02 0.02 0.09
C 4.99569 -0.30519 -8.02609 0.01 0.04 0.01 -0.04
O 5.51880 0.97415 -7.64811 0.00 0.00 0.03 0.00
C 5.28739 1.29962 -6.37471 -0.03 0.03 0.03 -0.62
O 4.70437 0.61640 -5.57328 -0.01 -0.03 0.00 0.12
O 5.80654 2.50187 -6.14152 -0.02 -0.03 -0.01 0.00
C 5.59462 2.98301 -4.80416 0.00 -0.01 -0.03 -0.03
H 5.26044 -0.42480 -9.07200 -0.01 -0.02 0.00 0.09
H 5.44115 -1.09348 -7.42198 0.00 0.00 -0.01 0.10
H 3.91516 -0.32742 -7.89700 0.00 0.00 -0.01 0.10
H 6.05315 2.30938 -4.08294 0.01 0.01 0.00 0.10
H 4.53023 3.06363 -4.59319 0.01 0.01 0.00 0.10
H 6.06672 3.95943 -4.77439 -0.01 0.00 0.02 0.09
C 2.29723 -7.44418 -5.09836 -0.02 0.02 0.02 -0.04
O 1.31334 -6.69110 -4.38470 0.00 0.05 0.01 -0.02
C 1.60860 -5.38811 -4.25322 0.01 -0.04 -0.03 -0.62
O 2.59817 -4.85911 -4.68923 -0.03 0.01 0.01 0.12
O 0.63072 -4.80843 -3.57443 0.04 0.02 -0.05 -0.01
C 0.80426 -3.39255 -3.34626 -0.05 -0.12 0.02 -0.01
H 1.92122 -8.46274 -5.11937 0.02 0.00 -0.01 0.09
H 2.41618 -7.05759 -6.10925 -0.01 -0.01 0.00 0.10
H 3.25746 -7.40032 -4.58709 -0.01 -0.01 0.00 0.10
H 0.85504 -2.87222 -4.30047 0.02 0.04 0.03 0.10
H 1.70568 -3.20994 -2.77135 0.01 -0.01 0.00 0.09
H -0.06850 -3.08498 -2.78087 0.02 0.02 0.01 0.10
C 1.21560 -2.01488 4.94750 -0.02 0.03 -0.02 -0.05
O 0.36489 -1.12274 4.22653 -0.02 -0.01 0.01 0.00
C -0.30531 -0.25599 4.99199 0.01 0.10 0.05 -0.62
O -0.23747 -0.19735 6.19656 0.02 0.00 -0.03 0.11
O -1.03634 0.51616 4.20699 0.01 -0.14 -0.08 0.01
C -1.83397 1.50276 4.87565 -0.04 0.19 -0.01 0.00
H 1.67926 -2.64153 4.19176 0.01 -0.01 0.02 0.09
H 1.97130 -1.45969 5.50132 0.00 0.00 -0.01 0.09
H 0.63619 -2.61779 5.64528 0.00 -0.01 -0.01 0.09
H -1.20257 2.16049 5.46981 -0.01 -0.01 0.00 0.08
H -2.56918 1.02561 5.52161 0.03 -0.04 -0.01 0.10
H -2.32024 2.06733 4.08596 0.03 0.00 -0.02 0.09
C -1.79103 -6.97762 -3.07232 -0.05 -0.09 0.03 -0.03
O -2.67054 -7.54271 -2.08376 -0.01 0.04 0.01 0.00
C -3.29639 -6.63668 -1.33761 -0.02 0.03 0.02 -0.63
O -3.19930 -5.44186 -1.44297 0.00 -0.04 -0.01 0.13
O -4.05944 -7.27510 -0.44489 0.02 0.01 -0.03 0.00
C -4.78603 -6.40220 0.42831 0.02 -0.02 -0.02 -0.04
H -1.37031 -7.82688 -3.60058 0.01 0.02 -0.01 0.09
H -2.35140 -6.33928 -3.75280 0.02 0.01 0.00 0.10
H -1.00376 -6.39842 -2.60108 0.00 0.02 0.01 0.08
H -5.45569 -5.76167 -0.14273 -0.01 -0.01 0.00 0.10
H -4.10177 -5.77774 0.99973 0.00 -0.01 0.01 0.10
H -5.34871 -7.05760 1.08584 -0.01 0.02 0.01 0.09
C 1.18215 3.39416 6.96949 -0.01 -0.08 -0.05 -0.03
O 0.09417 4.18428 7.46759 0.00 0.04 0.00 0.00
C 0.33677 5.49139 7.50697 0.01 0.01 0.00 -0.62
O 1.37665 6.02874 7.22463 -0.02 -0.02 0.02 0.12
O -0.76856 6.11223 7.92521 0.03 -0.01 0.00 0.00
C -0.65546 7.53786 7.97364 0.00 -0.04 -0.01 -0.04
H 0.83354 2.36574 7.00953 0.02 0.00 0.00 0.08
H 1.41512 3.67810 5.94442 -0.01 0.01 0.00 0.11
H 2.06828 3.52622 7.58792 -0.02 0.01 0.02 0.09
H -0.43865 7.93522 6.98379 -0.01 0.00 0.00 0.10
H 0.13640 7.83520 8.65943 -0.01 0.00 0.01 0.09
H -1.62073 7.88994 8.32406 0.01 0.02 -0.01 0.09